# 1
Density functional theory data (ωB97M-V/def2-TZVPD) for 2 unconnected molecules or ions with the total composition C4H12 at a distorted geometry.

As for the structure (SMILES): CC.CC.

```
! RIJCOSX wB97M-V def2-TZVPD def2/J DEFGRID3
* xyz 0 1
C -1.591 1.240 1.602
C -1.685 0.971 0.037
H -0.702 1.834 1.634
H -2.477 1.639 2.062
H -1.343 0.336 2.177
H -2.682 0.842 -0.368
H -1.144 0.023 -0.115
H -1.167 1.742 -0.529
C 1.699 -1.732 -0.407
C 1.642 -0.403 -1.177
H 0.996 -1.585 0.438
H 1.128 -2.423 -1.031
H 2.640 -2.176 -0.150
H 0.678 -0.003 -0.920
H 1.564 -0.590 -2.299
H 2.445 0.284 -0.954
*
```

=====

# 2
Density functional theory data (ωB97M-V/def2-TZVPD) for 2 unconnected molecules or ions with the total composition C4H12 at a distorted geometry.

As for the structure (SMILES): CC.CC.

```
! RIJCOSX wB97M-V def2-TZVPD def2/J DEFGRID3
* xyz 0 1
C 0.711 -1.760 -0.383
C 2.222 -1.545 -0.368
H 0.455 -2.832 -0.410
H 0.197 -1.450 0.525
H 0.261 -1.430 -1.319
H 2.736 -2.319 0.201
H 2.440 -0.572 0.068
H 2.631 -1.528 -1.377
C -2.214 1.457 0.473
C -0.794 1.990 0.369
H -2.775 1.417 -0.461
H -2.090 0.360 0.497
H -2.686 1.676 1.430
H -0.059 1.290 -0.043
H -0.351 2.496 1.224
H -0.685 2.750 -0.425
*
```

=====

Quick rundown of HOMO, same order as above: -11.41, -11.00 eV
Quick rundown of relative energy (zero: lowest compared OMol25 entry of this formula, charge and spin), same order as above: 65.3, 67.0 kJ/mol
Quick rundown of electronic energy, same order as above: -4341.85141, -4341.83432 eV